*one*
The following is a DFT calculation (ωB97M-V with the def2-TZVPD basis set) of C2H6N2OS in the gas phase.

Last column: Mulliken charge in e.
Cartesian coordinates (Å):
H 0.19417 2.34771 0.00070  0.214
N -0.62980 1.69798 -0.08276  -0.685
C -0.19459 0.49834 -0.00665  0.641
C 1.26808 0.13255 -0.03694  -0.484
O 1.46699 -1.27365 0.08038  -0.580
N -1.02083 -0.62196 -0.15428  -0.346
S -2.71650 -0.44897 -0.11543  -0.171
H 1.77677 0.69496 0.73385  0.330
H 1.67625 0.45796 -0.99812  0.284
H 1.65990 -1.58008 -0.82110  0.329
H -0.60812 -1.53808 0.15738  0.339
H -2.87233 -0.36679 1.24297  0.129

Output
- E_LUMO: 0.5 eV
- SMILES: [H]/N=C(\CO)NS
- Gap between HOMO and LUMO: 0.3602 Eh
- Net charge: 0

---

*two*
The following is a DFT calculation (ωB97M-V with the def2-TZVPD basis set) of a molecular structure, C2H6N2OS.

Last column: Mulliken charge in e.
Cartesian coordinates (Å):
C -0.51977 0.45074 0.63241  -0.916
C 0.85635 -0.17977 0.38301  0.297
N -1.31898 0.15613 -0.53967  -0.302
N -0.42570 0.19847 -1.58321  -0.245
O 0.53695 -0.80952 -1.33617  -0.380
S 1.95508 1.17009 0.09609  -0.213
H -1.02735 0.10814 1.48363  0.387
H -0.46825 1.50985 0.62771  0.310
H 1.13631 -1.04966 1.07747  0.337
H -1.75032 -0.77695 -0.35065  0.261
H -0.93799 -0.07174 -2.52882  0.291
H 3.15303 0.41239 -0.35254  0.171

Output
- E_LUMO: 0.8 eV
- Gap between HOMO and LUMO: 0.3436 Eh
- Net charge: 0

---

Most stable to least stable, the ends of the list are *one* and *two*.